Below is a structure of composition C36H28As2ClCoN3O3 at a distorted geometry, with properties calculated with ωB97M-V with the def2-TZVPD basis set.

Structure (XYZ):
```
74
Properties=species:S:1:pos:R:3:forces:R:3:mulliken_charge:R:1
Co -0.981 0.400 -0.880 -0.2 -1.3 2.5 0.353
C 0.958 -2.196 0.273 -0.1 -0.1 0.2 -1.155
C 0.740 -1.600 1.655 -0.2 0.0 0.1 -1.025
As -0.209 0.108 1.545 0.4 0.7 -1.1 1.429
C 1.105 1.483 1.847 0.0 0.0 0.3 0.482
C 1.017 2.681 1.144 0.1 0.0 0.4 -0.446
C 1.940 3.690 1.395 0.0 -0.1 0.1 -0.903
C 2.940 3.497 2.339 0.0 -0.1 0.0 -0.532
C 3.016 2.300 3.047 0.1 0.1 0.0 -0.890
C 2.097 1.290 2.808 0.0 0.2 -0.1 -0.661
C -1.334 0.181 3.070 -0.6 0.0 -0.1 0.688
C -2.189 -0.893 3.330 0.1 0.1 0.1 -0.354
C -3.029 -0.841 4.430 0.0 0.1 0.1 -0.914
C -3.035 0.289 5.242 0.0 0.0 0.0 -0.504
C -2.204 1.368 4.959 -0.1 0.0 0.0 -0.789
C -1.358 1.329 3.861 0.0 -0.3 0.0 -0.599
As 1.128 -0.780 -0.995 0.1 0.2 -1.1 0.600
C 2.792 0.092 -0.556 0.0 0.2 0.1 0.687
C 3.803 -0.610 0.092 0.0 0.0 0.0 -0.324
C 5.035 -0.007 0.311 0.0 0.0 0.0 -0.839
C 5.256 1.297 -0.115 0.0 0.0 0.0 -0.581
C 4.244 1.998 -0.761 0.0 0.0 0.0 -0.755
C 3.010 1.399 -0.982 0.3 -0.1 0.0 -0.126
C 1.583 -1.559 -2.685 -0.2 0.1 -0.2 0.543
C 2.493 -2.607 -2.771 0.0 0.0 -0.1 -0.428
C 2.883 -3.070 -4.019 0.0 0.0 -0.1 -0.758
C 2.372 -2.483 -5.172 0.0 0.0 0.0 -0.512
C 1.462 -1.438 -5.081 0.0 0.0 0.0 -0.737
C 1.063 -0.974 -3.833 0.1 -0.2 -0.1 -0.318
H 0.051 -2.693 -0.050 -0.1 -0.2 0.0 0.234
H 1.768 -2.915 0.237 0.3 0.0 0.0 0.922
H 1.648 -1.355 2.201 0.2 -0.2 -0.1 0.478
H 0.154 -2.287 2.257 -0.1 0.1 0.2 0.681
H 0.236 2.843 0.421 -0.1 0.0 -0.1 0.459
H 1.875 4.625 0.851 0.0 0.0 0.0 0.431
H 3.662 4.282 2.532 -0.1 -0.1 0.0 0.416
H 3.791 2.153 3.790 0.0 0.0 0.0 0.424
H 2.154 0.372 3.381 0.0 0.0 0.0 0.461
H -2.198 -1.766 2.688 0.0 0.0 0.0 0.247
H -3.682 -1.675 4.651 0.0 0.0 0.0 0.433
H -3.705 0.335 6.093 0.1 0.0 0.0 0.404
H -2.215 2.245 5.593 0.0 0.0 0.0 0.421
H -0.715 2.169 3.639 0.0 0.0 0.0 0.414
H 3.651 -1.632 0.417 0.0 0.0 0.0 0.330
H 5.824 -0.558 0.808 0.0 0.0 0.0 0.441
H 6.218 1.767 0.055 -0.1 0.0 0.0 0.415
H 4.416 3.015 -1.097 0.0 -0.1 0.0 0.461
H 2.227 1.948 -1.486 0.0 0.0 0.0 0.348
H 2.911 -3.059 -1.880 0.0 0.0 0.0 0.278
H 3.590 -3.888 -4.091 0.0 0.1 0.0 0.413
H 2.683 -2.846 -6.145 0.0 0.0 0.1 0.396
H 1.059 -0.985 -5.979 0.0 0.0 0.0 0.440
H 0.343 -0.169 -3.760 0.0 0.0 0.0 0.062
Cl -7.422 -2.580 -0.460 0.1 0.0 0.0 -0.204
C -5.748 -2.141 -0.377 -0.1 -0.3 0.0 -0.006
C -4.766 -3.136 -0.411 0.0 -0.2 0.0 -0.742
C -3.427 -2.818 -0.350 0.0 -0.2 0.0 -0.769
C -3.009 -1.488 -0.270 0.6 0.2 0.0 -0.126
O -1.699 -1.235 -0.221 -0.6 0.0 -0.5 1.647
C -4.008 -0.494 -0.217 -0.2 0.1 -0.2 1.426
C -3.680 0.887 -0.081 0.0 -0.2 0.2 -0.673
O -2.531 1.333 0.032 0.3 0.6 -0.9 -0.650
C -5.374 -0.836 -0.275 0.0 0.4 0.0 -1.028
H -5.075 -4.173 -0.490 0.0 0.1 0.0 0.463
H -2.670 -3.593 -0.384 -0.1 0.0 0.0 0.467
H -4.511 1.604 -0.041 0.0 0.0 0.2 0.378
H -6.128 -0.055 -0.231 0.1 -0.1 0.0 0.432
O -2.030 0.139 -2.671 0.1 0.0 0.2 -0.121
N -2.379 0.920 -3.610 0.5 0.4 0.2 -0.382
C -1.851 2.138 -3.718 0.0 0.1 -0.1 0.290
C -2.243 3.021 -4.780 0.1 -0.1 0.1 -0.291
N -2.522 3.756 -5.621 0.1 -0.2 0.3 -0.412
C -0.895 2.439 -2.692 -1.3 0.0 -1.6 0.787
N -0.374 2.043 -1.757 1.0 -0.1 1.3 -0.128
```
Forces are in eV/Å.

Computed properties:
Charge: +1
Total energy (a.u.): -8092.7953
Gap between HOMO and LUMO (alpha / beta) (Ha): 0.2278 / 0.2719
Energy above the lowest of the compared OMol25 structures with the same formula, charge and spin (kcal per mole): 17.6
LUMO level (alpha / beta) (eV): -4.84 / -3.62